{"formula": "C4H11BClF4OsTb", "method": "ωB97M-V/def2-TZVPD", "symbols": ["Tb", "Cl", "C", "C", "H", "H", "H", "H", "H", "H", "Os", "C", "C", "H", "H", "H", "H", "H", "F", "B", "F", "F", "F"], "coordinates": [[-1.373, 0.579, -2.031], [-3.333, -0.544, -3.022], [0.098, 0.793, -3.875], [-1.997, 2.894, -1.944], [0.073, 1.844, -4.204], [1.156, 0.523, -3.766], [-0.275, 0.171, -4.707], [-1.417, 3.400, -2.736], [-1.895, 3.506, -1.034], [-3.068, 2.970, -2.227], [0.560, 0.112, 0.085], [-0.547, 0.351, 1.691], [1.481, 1.705, 0.398], [-0.437, 1.300, 2.253], [-1.620, 0.157, 1.490], [-0.186, -0.454, 2.383], [1.165, 2.393, 1.199], [2.275, 1.995, -0.306], [-0.118, -1.691, -0.223], [-0.737, -3.493, 0.540], [-1.251, -3.038, 1.692], [-1.564, -3.676, -0.512], [0.476, -4.087, 0.558]], "forces_ev_per_angstrom": [[-0.99, 1.40, -1.85], [-0.13, -0.26, 0.17], [0.09, -0.25, 0.22], [-0.17, -0.26, 0.23], [-0.05, -0.21, 0.11], [0.05, 0.03, 0.07], [-0.03, 0.15, 0.21], [-0.12, -0.16, 0.16], [0.10, -0.17, -0.06], [0.39, -0.10, 0.01], [1.79, 0.68, 1.03], [-0.81, -0.06, 2.08], [-0.67, -0.03, -0.62], [-0.07, -0.40, -0.60], [0.50, 0.05, -0.09], [-0.31, 0.34, -0.53], [0.71, 0.02, -0.46], [0.04, 0.23, 0.54], [-0.24, -0.96, -0.47], [-0.05, -0.41, -0.59], [0.29, -0.09, -0.46], [0.68, -0.05, 0.95], [-1.00, 0.50, -0.02]], "lowdin_charge": [1.0706, -0.2000, -0.3595, -0.3563, -0.0298, -0.0439, -0.0299, -0.0379, -0.0436, -0.0335, 1.2706, -0.2997, -0.2509, 0.0281, 0.0418, 0.0430, -0.0062, -0.0060, -0.4951, -0.9060, 0.2192, 0.2103, 0.2147], "multiplicity": 11, "e_homo_ev": [-7.33, -9.07], "gap_ev": [5.39, 6.24]}

=====

{"formula": "C4H11N2", "method": "ωB97M-V/def2-TZVPD", "symbols": ["C", "N", "C", "C", "C", "N", "H", "H", "H", "H", "H", "H", "H", "H", "H", "H", "H"], "coordinates": [[-2.120, -0.433, 0.078], [-0.679, -0.542, -0.529], [0.515, 0.155, 0.067], [0.579, 1.651, -0.040], [1.304, -0.843, 0.823], [1.652, -0.548, -0.553], [-2.470, -1.306, 0.437], [-2.299, 0.357, 0.885], [-2.780, -0.229, -0.778], [-0.776, -0.279, -1.487], [-0.426, -1.545, -0.517], [-0.332, 2.166, 0.273], [0.756, 1.810, -1.027], [1.418, 2.039, 0.513], [2.009, -0.365, 1.571], [1.073, -1.928, 1.125], [2.576, -0.160, -0.841]], "forces_ev_per_angstrom": [[0.62, 4.00, -1.08], [-1.76, -0.47, 1.46], [1.40, -1.23, -1.29], [-1.30, -0.76, 2.97], [2.57, 0.10, 2.19], [-0.56, -0.83, -0.27], [-0.40, -3.27, 1.39], [0.94, -0.90, -1.33], [0.31, 0.32, 0.32], [0.15, 0.26, -1.01], [-0.05, 0.58, -0.26], [0.12, -0.06, 0.06], [0.39, 0.91, -3.05], [0.21, 0.01, 0.33], [-1.02, -0.72, -0.66], [-0.26, 1.81, -0.65], [-1.36, 0.25, 0.87]], "lowdin_charge": [0.0593, 0.0971, -0.4418, 0.0278, -0.0954, 0.0402, 0.0448, 0.1355, 0.1058, 0.1576, 0.1707, 0.0984, 0.0587, 0.1054, 0.1387, 0.1459, 0.1512], "smiles": "C[NH2+][C@@]1(C)CN1", "total_charge": 1, "e_homo_ev": -14.21, "gap_ev": 11.09}

=====

{"formula": "C25H33N5O3", "method": "ωB97M-V/def2-TZVPD", "symbols": ["C", "C", "N", "C", "C", "N", "C", "C", "C", "N", "C", "C", "C", "N", "C", "O", "C", "O", "C", "C", "C", "C", "O", "C", "C", "C", "C", "C", "C", "N", "C", "C", "C", "H", "H", "H", "H", "H", "H", "H", "H", "H", "H", "H", "H", "H", "H", "H", "H", "H", "H", "H", "H", "H", "H", "H", "H", "H", "H", "H", "H", "H", "H", "H", "H", "H"], "coordinates": [[3.467, 3.394, -2.306], [2.942, 2.670, -1.068], [2.832, 1.242, -1.309], [4.091, 0.517, -1.243], [4.547, 0.207, 0.195], [3.535, -0.482, 0.983], [3.416, -1.888, 0.641], [2.506, -2.654, 1.622], [1.088, -2.675, 1.176], [0.147, -1.954, 1.719], [-0.979, -2.174, 0.974], [-2.241, -1.610, 1.068], [-3.179, -1.972, 0.114], [-4.424, -1.320, 0.164], [-5.187, -0.945, -0.892], [-5.179, -1.449, -1.993], [-6.112, 0.237, -0.558], [-5.655, 1.035, 0.509], [-4.388, 1.574, 0.428], [-3.582, 1.557, -0.706], [-2.299, 2.062, -0.645], [-1.791, 2.596, 0.537], [-0.502, 3.043, 0.490], [0.079, 3.525, 1.678], [-2.608, 2.637, 1.661], [-3.892, 2.129, 1.601], [-2.887, -2.902, -0.890], [-1.634, -3.473, -0.989], [-0.681, -3.093, -0.058], [0.649, -3.407, 0.103], [1.378, -4.319, -0.729], [2.298, 0.290, 0.934], [1.828, 0.568, -0.500], [4.500, 3.130, -2.514], [3.413, 4.469, -2.155], [2.862, 3.127, -3.168], [1.937, 3.040, -0.853], [3.585, 2.914, -0.206], [3.956, -0.421, -1.792], [4.863, 1.092, -1.756], [4.773, 1.143, 0.716], [5.459, -0.394, 0.175], [4.427, -2.303, 0.710], [3.058, -2.055, -0.388], [2.552, -2.170, 2.596], [2.874, -3.678, 1.725], [-2.466, -0.886, 1.837], [-4.568, -0.789, 1.014], [-7.085, -0.146, -0.235], [-6.261, 0.821, -1.474], [-3.934, 1.140, -1.636], [-1.665, 2.041, -1.517], [-0.448, 4.408, 2.054], [0.101, 2.752, 2.452], [1.099, 3.802, 1.417], [-2.257, 3.050, 2.593], [-4.527, 2.148, 2.473], [-3.651, -3.146, -1.609], [-1.411, -4.177, -1.776], [0.799, -5.235, -0.862], [1.565, -3.882, -1.714], [2.332, -4.567, -0.267], [2.504, 1.240, 1.436], [1.521, -0.228, 1.493], [1.587, -0.379, -0.998], [0.920, 1.172, -0.482]], "forces_ev_per_angstrom": [[-0.08, -0.06, 0.28], [0.10, 0.09, -0.22], [-0.10, -0.04, -0.07], [0.13, -0.10, 0.15], [0.01, 0.10, -0.23], [0.15, 0.00, 0.10], [0.10, -0.05, 0.12], [0.15, 0.03, -0.27], [-0.11, -0.04, 0.22], [0.19, 0.17, 0.48], [0.00, -0.53, -0.63], [0.03, -0.14, -0.16], [0.23, -0.11, -0.07], [-0.17, -0.02, 0.51], [-0.26, 0.27, 0.29], [0.00, 0.01, -0.23], [-0.12, -0.08, -0.30], [0.08, 0.09, 0.21], [0.16, 0.23, 0.21], [-0.25, -0.01, 0.05], [0.21, 0.14, 0.21], [-0.12, -0.08, -0.12], [-0.15, -0.07, -0.25], [0.07, 0.07, 0.16], [0.31, 0.09, -0.02], [-0.31, -0.22, -0.27], [-0.12, -0.05, -0.10], [0.18, -0.05, 0.02], [-0.46, 0.42, 0.30], [-0.05, 0.12, 0.18], [0.12, -0.13, -0.26], [-0.25, 0.06, -0.14], [0.00, -0.11, 0.28], [0.11, 0.01, -0.06], [0.07, 0.14, -0.03], [-0.06, -0.01, -0.09], [0.03, 0.00, 0.09], [-0.11, 0.03, 0.03], [0.11, 0.01, -0.02], [0.04, -0.06, -0.06], [0.07, -0.01, -0.03], [0.04, 0.04, 0.02], [-0.08, -0.01, -0.10], [0.07, -0.08, 0.02], [-0.02, -0.07, 0.00], [0.02, 0.02, 0.05], [-0.03, 0.16, 0.10], [-0.05, -0.02, -0.27], [0.12, 0.03, -0.11], [0.09, -0.14, 0.08], [-0.04, -0.06, -0.12], [0.09, -0.01, -0.12], [0.01, -0.04, 0.00], [-0.01, 0.03, 0.00], [-0.03, -0.01, 0.06], [0.07, 0.05, 0.08], [-0.07, -0.01, 0.11], [-0.04, -0.03, -0.03], [-0.01, -0.07, -0.11], [0.08, 0.01, 0.03], [0.04, -0.05, 0.04], [-0.04, 0.00, -0.03], [-0.06, 0.04, 0.03], [0.03, 0.17, 0.03], [-0.09, -0.04, 0.03], [-0.04, -0.04, -0.02]], "lowdin_charge": [-0.0845, -0.2615, -0.1720, -0.1648, -0.1704, -0.1645, -0.1934, -0.0825, -0.3108, 0.1554, -0.2153, 0.0567, -0.2180, 0.1380, -0.4723, 0.0772, -0.0952, -0.0618, -0.2836, -0.0027, 0.0145, -0.2777, -0.1131, -0.0880, -0.0149, -0.0047, -0.0125, -0.0025, -0.1686, -0.0248, -0.0142, -0.1552, -0.1541, 0.0585, 0.0685, 0.0749, 0.1030, 0.1110, 0.1149, 0.1092, 0.1132, 0.1156, 0.1211, 0.1052, 0.1266, 0.1121, 0.1196, 0.1391, 0.1411, 0.1380, 0.1192, 0.1229, 0.0955, 0.0992, 0.0845, 0.1054, 0.1211, 0.1034, 0.1078, 0.0975, 0.1000, 0.0874, 0.1175, 0.0891, 0.1168, 0.1027], "smiles": "CCN1CCN(CCc2nc3cc(NC(=O)COc4ccc(OC)cc4)ccc3n2C)CC1", "e_homo_ev": -7.44, "gap_ev": 8.11}

=====

no.,E_tot (eV)
1,-53296.612
2,-7297.882
3,-40053.689